Density functional theory data (ωB97M-V/def2-TZVPD) for the molecule C23H26N2O8 at a distorted geometry.

Structure (ORCA input):
```
! wB97M-V def2-TZVPD RIJCOSX def2/J DEFGRID3
* xyz 0 1
C -1.22210 -4.32691 -0.79753
C -1.16530 -2.88844 -1.30100
O -0.63105 -1.99481 -0.33290
C -1.43254 -1.43712 0.61714
C -2.76275 -1.79941 0.81241
C -3.53973 -1.17157 1.76914
C -3.00612 -0.16660 2.55589
C -1.68875 0.19937 2.36982
C -0.88201 -0.41934 1.41905
C 0.49683 0.12876 1.27847
O 0.75480 1.27216 1.62902
N 1.44380 -0.70988 0.80015
C 2.73473 -0.19446 0.39161
C 2.53127 0.77328 -0.77927
O 3.14424 1.78671 -0.95989
O 1.55674 0.31162 -1.57316
C 0.89773 1.22641 -2.45479
C -0.40327 1.57717 -1.78006
C -1.52494 0.79528 -1.94377
C -2.66163 1.03344 -1.17395
N -3.80314 0.19229 -1.32539
O -3.69377 -0.78842 -2.04102
O -4.81644 0.48258 -0.72308
C -2.68136 2.05265 -0.22712
C -1.56400 2.83773 -0.04489
C -0.41388 2.60296 -0.81554
O 0.69282 3.34218 -0.67644
C 0.73417 4.17361 0.46970
O -0.45781 4.84759 0.67981
C -1.50549 3.94318 0.97363
C 3.67844 -1.34842 0.02017
C 5.02524 -0.81200 -0.45671
C 3.87173 -2.27198 1.22116
H -1.59211 -4.97165 -1.58958
H -1.87845 -4.41756 0.06419
H -0.22867 -4.66122 -0.50676
H -0.46373 -2.82006 -2.13802
H -2.14636 -2.54525 -1.64413
H -3.21369 -2.56830 0.20656
H -4.57007 -1.46908 1.88806
H -3.61124 0.32521 3.30093
H -1.24214 0.98283 2.96354
H 1.12195 -1.54251 0.32797
H 3.15615 0.39048 1.21712
H 1.52662 2.10896 -2.59947
H 0.73448 0.69990 -3.39645
H -1.53210 -0.01296 -2.65899
H -3.57078 2.20781 0.36396
H 1.00286 3.54063 1.33055
H 1.51033 4.91613 0.27415
H -1.35798 3.50793 1.97431
H -2.42519 4.53154 0.97237
H 3.20842 -1.91182 -0.79465
H 5.49798 -0.22741 0.32867
H 4.90882 -0.17432 -1.32857
H 5.68410 -1.63689 -0.71750
H 4.49318 -3.12008 0.94403
H 2.91885 -2.64545 1.58655
H 4.36228 -1.73652 2.03049
*
```

Computed properties:
Strongest force on any atom   1.26 eV Å⁻¹
Highest occupied orbital energy   -8.86 eV
DFT total energy   -1603.428200 hartree

Density functional theory data (ωB97M-V/def2-TZVPD) for a structure of composition C23H26N3O5STa.

Structure (ORCA input):
```
! wB97M-V def2-TZVPD RIJCOSX def2/J DEFGRID3
* xyz 4 1
Ta 0.33615 0.70047 -0.28968
O 3.83442 -2.10767 6.10240
C 2.92079 -2.81787 5.44175
O 2.37777 -3.77022 5.90516
C 2.50308 -2.35725 4.05853
C 2.16153 -1.03905 3.77714
C 1.58688 -0.72304 2.55533
C 1.38546 -1.71321 1.59697
C 1.78500 -3.02903 1.85700
C 2.31741 -3.34350 3.08958
N 0.75640 -1.36908 0.34141
C 0.34883 -2.27897 -0.47328
C -0.19288 -1.85729 -1.76172
C -0.57307 -2.73271 -2.74932
C -1.03307 -2.21908 -3.96704
C -1.10006 -0.84412 -4.14130
C -0.70877 -0.01156 -3.11190
N -0.25089 -0.49427 -1.92834
H 4.32012 -1.49015 5.53915
H 2.29059 -0.27099 4.52959
H 1.25794 0.29633 2.40119
H 1.69864 -3.82099 1.12678
H 2.58179 -4.36689 3.32421
H 0.40552 -3.33441 -0.23629
H -0.50305 -3.80100 -2.58519
H -1.33008 -2.89131 -4.76380
H -1.44587 -0.41257 -5.07132
H -0.75821 1.06307 -3.21366
N 2.08237 3.55754 -2.66887
C 1.94544 2.50178 -1.94294
O 0.73209 2.10294 -1.61264
C 3.05700 1.66141 -1.40190
C 2.49657 0.66209 -0.36385
H 1.28502 4.08158 -3.01726
H 3.00587 3.89418 -2.93129
H 3.85147 2.29678 -1.00235
H 3.51204 1.13657 -2.24951
H 2.93700 0.81265 0.62495
H 2.75972 -0.36349 -0.63321
O 0.87678 2.41510 1.06390
H 0.27088 2.94902 1.60200
H 1.77633 2.69550 1.29770
C -2.96410 1.67976 2.48290
S -2.51858 0.32216 1.42629
O -0.94425 0.55795 1.16386
C -3.17126 0.73771 -0.15762
C -2.69861 1.87475 -0.83186
C -3.24324 2.18047 -2.06852
C -4.25007 1.37306 -2.60603
C -4.70100 0.25277 -1.92464
C -4.15177 -0.08687 -0.68751
H -2.69975 2.63603 2.03655
H -2.50684 1.51727 3.45928
H -4.05242 1.60038 2.57993
H -2.02100 2.58125 -0.35788
H -2.93351 3.07632 -2.59155
H -4.70254 1.64317 -3.55194
H -5.49415 -0.35560 -2.34001
H -4.50784 -0.95788 -0.14933
*
```

Computed properties:
Strongest force on any atom   0.68 eV Å⁻¹
Highest occupied orbital energy   -18.85 eV
DFT total energy   -1886.278303 hartree

Density functional theory data (ωB97M-V/def2-TZVPD) for the molecule C23H26N4O4.

Structure (ORCA input):
```
! wB97M-V def2-TZVPD RIJCOSX def2/J DEFGRID3
* xyz 0 1
C -6.14598 -3.09505 -0.37510
C -4.87115 -2.93896 0.44249
O -4.10435 -1.81642 0.01793
C -4.51173 -0.61324 0.49739
O -5.41993 -0.47104 1.28500
N -3.78280 0.39683 -0.01723
C -2.65197 0.16961 -0.89789
C -2.27293 1.47578 -1.58392
C -1.81619 2.52708 -0.55974
N -0.41229 2.35087 -0.26479
C 0.50334 3.29967 -0.49253
O 0.23076 4.39713 -0.95353
C 1.93180 2.96174 -0.14340
C 2.83016 4.00773 -0.36073
C 4.18413 3.89950 -0.10587
C 4.70582 2.71336 0.38572
C 3.83544 1.66725 0.60641
C 2.45929 1.76347 0.35545
C 1.86581 0.45046 0.71007
O 0.70384 0.06551 0.63974
N 2.87027 -0.32717 1.16707
C 2.69942 -1.70699 1.55612
C 3.22508 -2.62747 0.48654
C 2.53394 -2.78540 -0.71058
C 3.06858 -3.60154 -1.69206
C 4.28261 -4.22510 -1.43937
N 4.94902 -4.07893 -0.30807
C 4.43242 -3.30165 0.62649
C 4.16149 0.30418 1.12793
C -2.63770 2.40351 0.73732
C -3.98570 1.74548 0.47275
H -6.79080 -2.23499 -0.21318
H -5.90920 -3.16720 -1.43421
H -6.67153 -3.99387 -0.06509
H -5.11937 -2.82125 1.50249
H -4.20903 -3.79753 0.30840
H -1.79892 -0.21982 -0.32839
H -2.93375 -0.58454 -1.63730
H -3.13089 1.85304 -2.14101
H -1.46608 1.29373 -2.29474
H -1.91808 3.52836 -0.99057
H -0.13706 1.43860 0.09885
H 2.41651 4.92819 -0.74598
H 4.83464 4.74049 -0.29103
H 5.76021 2.60623 0.59050
H 1.62544 -1.86248 1.69517
H 3.22030 -1.87972 2.50321
H 1.59346 -2.27452 -0.86057
H 2.55750 -3.75039 -2.63032
H 4.74611 -4.87037 -2.17358
H 5.01389 -3.21733 1.53682
H 4.61146 0.34010 2.12759
H 4.84786 -0.23891 0.46616
H -2.78512 3.38414 1.18841
H -2.08293 1.78661 1.44742
H -4.57700 1.67264 1.38822
H -4.55813 2.33063 -0.25690
*
```

Computed properties:
Strongest force on any atom   0.70 eV Å⁻¹
Highest occupied orbital energy   -8.97 eV
DFT total energy   -1412.122041 hartree
ΔE to the lowest compared entry with this formula, charge and spin   0.136 eV

Density functional theory data (ωB97M-V/def2-TZVPD) for a structure of composition C23H26N4O4S at a distorted geometry.

Structure (ORCA input):
```
! wB97M-V def2-TZVPD RIJCOSX def2/J DEFGRID3
* xyz 0 1
C 3.30055 5.44112 3.84306
H 2.20699 5.62875 3.61337
O 3.59065 3.95926 3.80024
C 3.21380 3.31000 2.80833
C 3.47286 2.11061 2.86680
C 3.16844 1.13037 2.10341
C 2.50123 1.57537 1.02643
C 2.41777 2.86766 0.61089
C 2.74194 3.78727 1.64060
H 2.37192 4.80178 1.49907
H 2.02130 3.06363 -0.14080
C 2.43343 0.56407 -0.20720
N 2.38627 -0.55298 -0.18274
N 2.11382 -1.61436 -1.02932
C 2.21010 -2.82003 -1.03864
O 2.57784 -3.44188 0.14537
C 1.43936 -3.50865 -2.15927
H 1.91041 -4.57832 -2.09138
H 1.88560 -3.20313 -3.19081
S -0.23444 -3.81533 -1.98844
C -0.63921 -2.14100 -2.69349
N 0.10821 -1.21606 -2.69323
N -0.72357 -0.26779 -3.21120
C -1.99282 -0.67896 -3.05036
C -2.99454 0.05033 -3.75199
H -3.20496 0.31745 -4.67737
H -4.19978 -0.43136 -3.44519
C -3.25966 1.24022 -2.74961
H -2.42056 1.91247 -2.55518
H -4.15389 2.02962 -3.16600
C -3.75614 0.99933 -1.33397
C -2.88266 0.20721 -0.63894
C -1.73670 0.50845 -0.01889
C -0.98260 -0.18128 0.67696
C -1.32455 -1.55070 0.90710
C -2.41742 -2.26587 0.38039
C -3.24026 -1.16527 -0.50476
H -4.36009 -1.64595 -0.52270
C -2.87425 -3.53386 0.58828
H -3.75361 -3.77293 0.24277
H -2.32058 -4.20990 0.22935
H -2.96010 -3.76126 1.90785
O -0.56955 -2.45461 1.67059
C 0.48565 -1.99170 2.33633
H 0.45663 -1.28656 3.02304
H 0.78114 -3.04369 2.73366
H 1.21711 -1.75720 1.61300
H -0.19006 0.09599 1.05401
H -1.32983 1.53411 -0.25516
H -3.81702 2.03318 -0.63448
H -4.81059 0.60641 -1.39903
O -1.96823 -1.96302 -2.90404
H 1.56921 -1.25323 -2.04845
H 1.64663 0.94043 -1.05542
H 3.26532 -0.05658 2.18453
H 3.94320 1.47320 4.10635
H 3.74349 6.00776 4.67880
H 3.93681 5.96742 3.04748
*
```

Computed properties:
Strongest force on any atom   18.73 eV Å⁻¹
Highest occupied orbital energy   -8.01 eV
DFT total energy   -1809.366814 hartree
ΔE to the lowest compared entry with this formula, charge and spin   25.399 eV

Repeat the fourth record exactly.
Density functional theory data (ωB97M-V/def2-TZVPD) for a structure of composition C23H26N4O4S at a distorted geometry.

Structure (ORCA input):
```
! wB97M-V def2-TZVPD RIJCOSX def2/J DEFGRID3
* xyz 0 1
C 3.30055 5.44112 3.84306
H 2.20699 5.62875 3.61337
O 3.59065 3.95926 3.80024
C 3.21380 3.31000 2.80833
C 3.47286 2.11061 2.86680
C 3.16844 1.13037 2.10341
C 2.50123 1.57537 1.02643
C 2.41777 2.86766 0.61089
C 2.74194 3.78727 1.64060
H 2.37192 4.80178 1.49907
H 2.02130 3.06363 -0.14080
C 2.43343 0.56407 -0.20720
N 2.38627 -0.55298 -0.18274
N 2.11382 -1.61436 -1.02932
C 2.21010 -2.82003 -1.03864
O 2.57784 -3.44188 0.14537
C 1.43936 -3.50865 -2.15927
H 1.91041 -4.57832 -2.09138
H 1.88560 -3.20313 -3.19081
S -0.23444 -3.81533 -1.98844
C -0.63921 -2.14100 -2.69349
N 0.10821 -1.21606 -2.69323
N -0.72357 -0.26779 -3.21120
C -1.99282 -0.67896 -3.05036
C -2.99454 0.05033 -3.75199
H -3.20496 0.31745 -4.67737
H -4.19978 -0.43136 -3.44519
C -3.25966 1.24022 -2.74961
H -2.42056 1.91247 -2.55518
H -4.15389 2.02962 -3.16600
C -3.75614 0.99933 -1.33397
C -2.88266 0.20721 -0.63894
C -1.73670 0.50845 -0.01889
C -0.98260 -0.18128 0.67696
C -1.32455 -1.55070 0.90710
C -2.41742 -2.26587 0.38039
C -3.24026 -1.16527 -0.50476
H -4.36009 -1.64595 -0.52270
C -2.87425 -3.53386 0.58828
H -3.75361 -3.77293 0.24277
H -2.32058 -4.20990 0.22935
H -2.96010 -3.76126 1.90785
O -0.56955 -2.45461 1.67059
C 0.48565 -1.99170 2.33633
H 0.45663 -1.28656 3.02304
H 0.78114 -3.04369 2.73366
H 1.21711 -1.75720 1.61300
H -0.19006 0.09599 1.05401
H -1.32983 1.53411 -0.25516
H -3.81702 2.03318 -0.63448
H -4.81059 0.60641 -1.39903
O -1.96823 -1.96302 -2.90404
H 1.56921 -1.25323 -2.04845
H 1.64663 0.94043 -1.05542
H 3.26532 -0.05658 2.18453
H 3.94320 1.47320 4.10635
H 3.74349 6.00776 4.67880
H 3.93681 5.96742 3.04748
*
```

Computed properties:
Strongest force on any atom   18.73 eV Å⁻¹
Highest occupied orbital energy   -8.01 eV
DFT total energy   -1809.366814 hartree
ΔE to the lowest compared entry with this formula, charge and spin   25.399 eV

Question: Among the records above, which one has the lowest DFT total energy?
Answer: C23H26N3O5STa